An isolated molecule of C20H22N4O3S. Source: the Open Molecules 2025 dataset; level of theory: the ωB97M-V functional and the def2-TZVPD basis.

Geometry as XYZ:
```
50
Properties=species:S:1:pos:R:3
C -0.124 3.177 -1.887
C -0.804 1.868 -2.100
C -1.331 1.157 -1.027
C -1.956 -0.060 -1.194
C -2.061 -0.622 -2.462
C -1.567 0.088 -3.551
C -0.943 1.309 -3.368
H -0.561 1.844 -4.224
H -1.676 -0.331 -4.541
C -2.773 -1.919 -2.662
O -3.576 -2.100 -3.553
N -2.512 -2.882 -1.733
C -1.457 -2.900 -0.805
C -1.704 -3.255 0.507
C -0.624 -3.226 1.383
N -0.527 -3.477 2.711
N 0.723 -3.308 3.161
C 1.462 -2.962 2.140
C 0.684 -2.881 0.957
C 0.910 -2.561 -0.384
C -0.157 -2.571 -1.244
H -0.016 -2.334 -2.287
H 1.903 -2.319 -0.732
H 2.511 -2.780 2.265
H -1.263 -3.714 3.356
H -2.696 -3.518 0.839
H -3.142 -3.674 -1.742
H -2.365 -0.538 -0.318
S -1.242 1.790 0.648
O -1.786 3.116 0.706
O -1.799 0.801 1.532
N 0.422 1.912 0.870
C 0.807 2.811 1.942
C 2.315 3.034 1.898
C 3.038 1.695 2.023
C 2.555 0.749 0.927
C 1.037 0.609 0.993
H 0.741 0.129 1.938
H 0.665 -0.007 0.171
H 2.832 1.149 -0.050
H 3.011 -0.235 1.040
H 2.821 1.255 3.000
H 4.117 1.839 1.948
H 2.580 3.505 0.950
H 2.605 3.703 2.709
H 0.519 2.392 2.918
H 0.257 3.741 1.788
H 0.831 3.018 -1.389
H 0.045 3.686 -2.832
H -0.728 3.800 -1.232
```

* gap between HOMO and LUMO: 8.897 eV
* electronic energy: -44035.7062 eV
* structure (SMILES): Cc1ccc(C(=O)Nc2ccc3cn[nH]c3c2)cc1S(=O)(=O)N1CCCCC1
* HOMO level: -8.707 eV

A structure of composition C20H22N4O4Ru. Source: the Open Molecules 2025 dataset; level of theory: the ωB97M-V functional and the def2-TZVPD basis.

Geometry as XYZ:
```
51
Properties=species:S:1:pos:R:3
Ru -0.148 0.223 -0.373
C -4.176 -1.639 -0.015
O -3.706 -2.944 -0.339
C -2.405 -3.316 -0.306
C -2.207 -4.691 -0.413
C -0.940 -5.248 -0.416
C 0.162 -4.425 -0.311
C 0.002 -3.040 -0.221
C 1.233 -2.278 -0.148
N 1.338 -1.000 -0.185
N 2.597 -0.423 -0.135
C 2.507 0.871 -0.053
O 1.355 1.510 -0.022
C 3.739 1.681 0.000
C 4.986 1.067 0.123
C 6.133 1.838 0.160
C 6.045 3.223 0.070
C 4.807 3.836 -0.051
C 3.654 3.069 -0.084
C -1.292 -2.461 -0.219
O -1.497 -1.134 -0.132
H -5.259 -1.719 -0.054
H -3.837 -0.894 -0.731
H -3.871 -1.347 0.990
H -3.088 -5.314 -0.488
H -0.822 -6.320 -0.490
H 1.160 -4.844 -0.299
H 2.166 -2.827 -0.060
H 5.041 -0.010 0.192
H 7.099 1.362 0.260
H 6.945 3.823 0.099
H 4.739 4.913 -0.117
H 2.684 3.540 -0.167
C -0.978 -1.856 -3.342
C -0.014 -0.726 -3.348
N 0.201 0.187 -2.408
C 1.089 1.119 -2.942
C 1.397 0.759 -4.206
N 0.700 -0.403 -4.440
H -1.542 -1.870 -2.418
H -0.474 -2.816 -3.458
H -1.682 -1.735 -4.166
H 1.422 1.969 -2.375
H 2.034 1.216 -4.941
H 0.674 -0.913 -5.307
C -0.886 -0.173 2.719
O -0.630 0.745 1.630
H -1.215 0.393 3.587
H 0.013 -0.744 2.949
H -1.674 -0.837 2.383
H 0.051 1.381 1.892
```

* gap between HOMO and LUMO (spin up / spin down): 7.614 / 6.693 eV
* ⟨S²⟩: 0.755
* 2S+1: 2
* electronic energy: -37823.4141 eV
* HOMO level (spin up / spin down): -10.906 / -10.984 eV
* total charge: +1

An isolated molecule of C20H22N4O4S2. Source: the Open Molecules 2025 dataset; level of theory: the ωB97M-V functional and the def2-TZVPD basis.

Geometry as XYZ:
```
52
Properties=species:S:1:pos:R:3
C -4.382 3.664 0.538
H -4.485 3.758 1.617
H -5.335 3.340 0.127
C -3.286 2.663 0.189
C -3.129 2.505 -1.323
C -2.005 1.517 -1.627
C -1.795 1.340 -3.127
H -1.014 0.609 -3.321
H -2.712 0.993 -3.596
H -1.507 2.283 -3.586
C -0.714 1.995 -0.960
N -0.894 2.158 0.470
S 0.537 2.685 1.210
O 0.254 2.881 2.600
O 1.104 3.776 0.468
C 1.612 1.259 1.044
C 1.633 0.307 2.045
C 2.428 -0.819 1.901
C 3.161 -0.993 0.733
C 3.166 -0.008 -0.251
C 2.401 1.133 -0.084
H 2.408 1.928 -0.812
H 3.765 -0.139 -1.140
C 3.944 -2.240 0.468
O 5.034 -2.493 0.909
N 3.319 -3.094 -0.424
C 2.020 -3.042 -0.837
N 1.512 -3.672 -1.849
N 0.195 -3.392 -1.859
C -0.045 -2.608 -0.853
C -1.289 -2.083 -0.401
C -1.501 -1.343 0.737
C -2.860 -1.050 0.936
C -3.653 -1.558 -0.050
S -2.762 -2.411 -1.244
H -4.717 -1.479 -0.144
H -3.229 -0.492 1.776
H -0.708 -1.027 1.390
O 1.096 -2.337 -0.149
H 3.858 -3.872 -0.786
H 2.459 -1.573 2.672
H 1.033 0.472 2.926
C -1.952 3.112 0.780
H -2.002 3.175 1.868
H -1.689 4.105 0.387
H 0.072 1.252 -1.107
H -0.388 2.944 -1.412
H -2.270 0.552 -1.188
H -4.064 2.148 -1.761
H -2.895 3.474 -1.768
H -3.538 1.687 0.614
H -4.147 4.644 0.130
```

* gap between HOMO and LUMO: 8.626 eV
* electronic energy: -56917.6727 eV
* structure (SMILES): C[C@@H]1C[C@H](C)CN(S(=O)(=O)c2ccc(C(=O)Nc3nnc(-c4cccs4)o3)cc2)C1
* HOMO level: -8.739 eV

We obtain relative energy (zero: lowest compared OMol25 entry of this formula, charge and spin) values of 271.03, 0.00, 0.00 kJ/mol for the records listed above, in that order.